291
Properties=species:S:1:pos:R:3:forces:R:3 method="wB97M-V/def2-TZVPD" e_tot_ev=-197543.839 orbital_gap_ev=10.3 multiplicity=1 charge=+4 max_force_ha_per_bohr=0.0836
C 0.647 -0.091 9.338 1.362 1.047 -0.675
C 2.030 -0.035 8.590 -0.790 -0.331 -0.712
C 2.030 0.815 7.271 0.021 0.746 1.263
C 0.960 0.343 6.294 0.722 -0.083 -0.449
P 1.122 0.926 4.597 1.239 0.403 -1.008
C 0.823 2.736 4.684 0.795 0.330 -0.071
C 0.924 3.605 3.414 -0.171 -2.687 -1.482
C 1.001 5.032 3.596 -1.479 3.557 1.059
C 0.891 5.875 2.304 0.340 -0.695 -0.325
C -0.102 0.055 3.535 -0.197 0.805 0.211
C 0.072 -1.424 3.343 0.923 -0.275 0.574
C -1.056 -2.016 2.537 -1.057 -1.642 -0.273
C -1.183 -3.581 2.641 0.611 0.461 0.645
C 2.927 0.768 4.043 -1.021 1.606 0.634
C 3.773 -0.436 4.240 -0.990 -1.731 0.291
C 5.088 -0.350 3.548 1.593 1.658 -0.711
C 5.823 -1.618 3.346 -0.326 -1.428 -0.499
H 0.397 0.946 9.562 -0.373 -0.022 0.205
H 0.726 -0.636 10.279 -0.051 -0.075 -0.220
H -0.123 -0.508 8.689 -0.015 -0.145 0.194
H 2.245 -1.064 8.301 0.404 -0.127 0.020
H 2.842 0.327 9.220 -0.181 -0.063 0.128
H 3.023 0.888 6.827 0.146 -0.796 -0.120
H 1.919 1.863 7.550 -0.650 0.177 0.088
H -0.049 0.643 6.580 -0.073 -0.411 0.270
H 1.111 -0.735 6.238 -0.664 -0.284 0.003
H 1.576 3.133 5.365 0.404 -0.343 0.270
H -0.080 2.891 5.273 -0.463 -0.011 -0.393
H 0.154 3.274 2.717 -0.351 0.297 -0.067
H 1.830 3.477 2.820 0.384 -1.278 0.167
H 1.895 5.243 4.183 0.247 0.358 -0.167
H 0.187 5.425 4.204 -0.208 -0.194 0.440
H 0.039 5.574 1.694 -0.065 -0.433 0.053
H 1.780 5.700 1.697 0.085 0.207 -0.242
H 0.713 6.945 2.407 0.447 -0.053 0.588
H -0.203 0.538 2.563 0.139 0.405 0.089
H -1.046 0.129 4.076 -0.234 0.607 0.041
H 0.062 -1.837 4.351 0.016 -0.534 0.015
H 1.071 -1.607 2.948 -0.032 -0.359 -0.364
H -1.100 -1.696 1.495 0.497 -0.013 -0.094
H -2.003 -1.653 2.936 -0.124 0.280 0.298
H -2.140 -4.010 2.343 0.068 0.403 -0.394
H -1.064 -3.870 3.685 -0.065 0.144 0.340
H -0.386 -4.143 2.153 -0.007 0.304 -0.465
H 3.354 1.525 4.701 0.052 0.570 -0.162
H 3.039 1.124 3.019 -0.472 0.154 -0.038
H 3.215 -1.279 3.833 0.149 -0.440 -0.137
H 3.896 -0.670 5.297 0.105 0.034 0.114
H 5.803 0.341 3.995 -0.313 0.323 0.749
H 5.022 0.086 2.552 -0.707 0.135 -0.228
H 5.948 -2.172 4.276 0.239 -0.138 -0.166
H 6.762 -1.502 2.806 0.240 0.227 0.457
H 5.216 -2.190 2.644 -0.078 -0.655 0.190
C 0.105 -7.431 4.967 0.293 -0.425 -0.325
C -0.650 -8.012 3.781 -0.443 0.751 -0.603
C -0.291 -7.360 2.441 1.029 0.409 -0.399
C 1.148 -7.797 2.012 -1.017 -0.865 -1.084
P 1.626 -7.405 0.245 0.116 -1.500 1.464
C 1.653 -5.651 0.081 0.782 0.300 0.858
C 2.434 -5.000 1.289 -0.084 0.484 -0.861
C 2.877 -3.528 1.029 -0.482 0.532 0.090
C 1.961 -2.609 0.169 0.406 -1.105 0.084
C 3.264 -8.092 -0.123 -0.159 -1.479 0.208
C 3.373 -9.653 0.078 0.715 0.538 1.273
C 4.775 -10.232 -0.212 -0.693 -0.249 -1.673
C 5.074 -10.303 -1.737 0.883 -0.326 0.544
C 0.446 -8.122 -0.935 -0.188 0.659 -0.508
C 0.693 -7.598 -2.386 -0.085 -0.797 0.493
C -0.200 -8.240 -3.474 -0.937 1.321 -0.457
C -0.272 -9.711 -3.636 0.046 -1.055 0.680
H 1.043 -7.978 5.059 0.038 0.081 0.524
H -0.517 -7.532 5.857 0.424 0.000 0.144
H 0.367 -6.385 4.810 -0.190 0.161 0.049
H -1.714 -7.845 3.952 -0.102 -0.227 -0.155
H -0.470 -9.082 3.681 -0.203 -0.090 0.192
H -0.300 -6.270 2.478 -0.201 0.128 0.395
H -1.008 -7.592 1.653 0.004 -0.322 0.038
H 1.061 -8.883 1.997 0.349 -0.332 -0.081
H 1.912 -7.590 2.761 0.133 0.403 -0.287
H 0.593 -5.396 0.081 -0.002 0.555 -0.202
H 2.108 -5.496 -0.897 -0.081 0.534 -0.038
H 3.373 -5.497 1.530 -0.041 -0.506 -0.292
H 1.833 -5.159 2.185 -0.221 0.495 -0.017
H 3.867 -3.551 0.575 0.023 -0.155 -0.405
H 3.101 -3.014 1.964 -0.310 -0.213 0.424
H 2.031 -2.995 -0.848 -0.133 0.236 -0.224
H 2.283 -1.568 0.177 0.030 -0.059 0.062
H 0.905 -2.659 0.435 -0.005 0.026 0.213
H 4.057 -7.677 0.499 -0.148 0.427 -0.091
H 3.436 -7.852 -1.173 0.251 0.100 -0.063
H 2.560 -10.233 -0.359 0.228 0.134 -0.662
H 3.289 -9.923 1.131 -0.496 0.642 0.409
H 4.723 -11.244 0.189 0.065 -0.186 -0.236
H 5.607 -9.793 0.339 -0.277 0.540 0.052
H 5.838 -11.066 -1.888 -0.345 -0.474 -0.140
H 5.599 -9.468 -2.201 -0.443 0.653 0.362
H 4.180 -10.527 -2.319 0.082 -0.157 0.028
H -0.519 -7.715 -0.633 -0.293 -0.417 0.184
H 0.474 -9.211 -0.928 -0.104 0.027 0.355
H 1.735 -7.841 -2.599 0.182 0.264 -0.409
H 0.530 -6.522 -2.325 0.177 -0.055 -0.497
H 0.125 -7.935 -4.469 0.478 0.687 0.124
H -1.228 -7.878 -3.459 -0.019 0.454 0.590
H -0.796 -10.251 -2.848 0.439 0.046 0.556
H 0.766 -10.028 -3.742 -0.211 -0.886 -0.238
H -0.918 -9.965 -4.476 0.577 0.094 -0.453
C -5.563 -4.883 5.213 -1.076 1.465 -0.837
C -5.843 -3.330 5.342 0.906 -0.830 -0.934
C -6.343 -2.589 4.029 -0.989 -0.590 1.675
C -6.542 -1.112 4.394 0.595 -0.196 0.453
P -6.896 -0.027 3.035 -0.643 0.331 -1.596
C -7.655 1.453 3.746 -0.629 -0.071 -0.947
C -8.244 2.548 2.793 0.306 0.501 0.907
C -9.080 3.613 3.552 -1.336 -0.637 -0.596
C -10.227 4.183 2.666 0.142 0.249 0.138
C -5.281 0.464 2.358 -0.256 -0.116 1.302
C -5.348 1.076 0.997 -0.095 -0.634 -0.679
C -4.003 1.487 0.409 -1.549 0.230 -0.671
C -3.059 0.408 -0.055 1.177 -0.007 0.374
C -8.070 -0.756 1.763 0.640 -1.218 -1.004
C -7.503 -1.806 0.699 0.630 0.216 -0.311
C -8.184 -3.158 0.692 -0.460 -0.370 1.553
C -7.429 -4.297 0.017 -0.176 -0.835 -0.874
H -4.822 -4.945 4.416 0.188 -0.423 0.138
H -6.460 -5.384 4.850 0.015 -0.198 0.135
H -5.220 -5.364 6.129 0.015 0.294 -0.066
H -4.840 -2.972 5.577 -0.006 0.662 0.120
H -6.488 -3.051 6.175 -0.150 -0.194 -0.081
H -7.335 -2.964 3.776 0.013 -0.362 -0.126
H -5.732 -2.710 3.134 0.358 -0.095 0.211
H -5.617 -0.805 4.881 0.338 0.539 -0.309
H -7.257 -0.873 5.181 -0.506 -0.650 -0.059
H -6.931 1.684 4.528 -0.366 0.691 0.235
H -8.610 1.096 4.130 0.273 -0.376 0.922
H -8.919 1.964 2.167 0.078 0.419 -0.455
H -7.529 3.149 2.231 0.232 -0.622 -0.369
H -8.462 4.421 3.942 0.041 -0.118 -0.024
H -9.610 3.139 4.378 0.279 -0.025 0.353
H -11.021 3.489 2.388 0.398 -0.657 0.065
H -9.870 4.617 1.732 0.109 0.174 0.070
H -10.806 4.928 3.212 0.396 0.332 0.039
H -4.592 -0.375 2.450 -0.101 -0.377 -0.520
H -4.907 1.109 3.154 0.025 0.563 0.032
H -6.001 1.944 0.902 -0.167 -0.029 0.554
H -5.838 0.284 0.430 0.154 0.149 -0.771
H -3.616 2.234 1.102 0.741 -0.213 0.003
H -4.300 2.069 -0.463 0.199 0.144 -0.181
H -3.408 -0.379 -0.724 -0.774 0.191 0.091
H -2.583 -0.110 0.777 0.048 -0.047 0.095
H -2.252 0.897 -0.601 0.237 -0.007 0.109
H -8.600 0.013 1.200 0.218 0.368 0.390
H -8.838 -1.348 2.261 -0.078 0.365 0.631
H -6.431 -1.957 0.826 0.158 -0.010 0.145
H -7.629 -1.550 -0.353 0.203 1.247 0.118
H -9.198 -3.052 0.306 0.018 0.008 -0.281
H -8.359 -3.395 1.742 0.042 -0.461 0.211
H -6.400 -4.117 -0.294 0.114 0.361 0.387
H -7.905 -4.644 -0.900 -0.239 0.448 -0.228
H -7.442 -5.234 0.574 0.157 0.270 0.533
C 2.178 4.547 -4.811 0.659 0.624 1.234
C 2.921 4.559 -3.433 0.204 -0.624 -0.148
C 4.023 5.608 -3.288 0.341 -0.653 0.345
C 3.509 7.053 -3.352 1.460 -0.494 0.591
N 4.032 7.886 -2.123 -1.077 1.452 -0.367
C 5.517 8.250 -2.073 0.921 -1.097 1.376
C 5.698 9.537 -1.172 -0.116 -1.454 -0.611
C 4.326 10.180 -1.233 0.135 0.521 -1.178
C 3.517 9.339 -2.259 -1.193 -0.074 0.784
C 3.436 7.308 -0.814 0.492 -0.046 -1.066
H 2.404 5.490 -5.308 -0.137 -0.002 -0.235
H 1.100 4.529 -4.649 0.019 -0.339 -0.243
H 2.567 3.747 -5.442 -0.342 -0.024 -0.003
H 3.394 3.597 -3.233 0.186 -0.308 -0.457
H 2.283 4.577 -2.549 -0.552 0.609 -0.274
H 4.863 5.405 -3.952 -0.287 0.311 -0.776
H 4.538 5.341 -2.366 -0.276 0.544 0.630
H 2.421 7.016 -3.418 -0.077 0.596 0.771
H 3.843 7.499 -4.288 0.231 0.507 0.361
H 6.061 7.415 -1.630 -0.058 -0.186 -0.076
H 5.928 8.372 -3.075 -0.535 0.205 -0.092
H 5.918 9.337 -0.124 0.212 -0.563 -0.185
H 6.548 10.111 -1.543 -0.304 0.138 -0.198
H 3.941 10.220 -0.214 -0.607 -0.005 -0.395
H 4.456 11.198 -1.598 -0.510 0.042 0.066
H 2.439 9.348 -2.095 -0.018 -0.126 0.276
H 3.598 9.593 -3.316 0.666 0.277 0.151
H 2.421 7.001 -1.067 -0.027 0.281 0.158
H 3.438 8.065 -0.030 0.027 -0.046 -0.264
H 3.989 6.426 -0.492 0.196 0.171 -0.139
C 5.417 3.178 2.069 0.782 -0.673 -0.022
C 5.245 2.274 0.816 0.709 -0.005 -0.261
C 6.629 1.664 0.267 -2.128 1.526 -0.084
N 6.450 0.849 -1.038 0.311 -2.457 0.102
C 5.810 -0.502 -0.714 -0.349 0.382 0.058
C 7.759 0.492 -1.731 0.979 0.258 1.119
C 7.534 0.033 -3.161 -1.136 -0.118 1.050
C 6.268 0.858 -3.545 1.106 1.341 0.826
C 5.796 1.544 -2.193 -0.881 0.212 -0.345
H 4.512 3.692 2.395 -0.173 -0.128 -0.430
H 6.206 3.925 1.983 -0.048 0.120 -0.359
H 5.733 2.574 2.919 -0.034 -0.166 0.088
H 4.789 2.855 0.015 -0.055 -0.046 -0.032
H 4.546 1.478 1.071 0.052 -0.021 -0.185
H 7.077 1.123 1.100 0.322 -0.521 -0.653
H 7.216 2.543 0.001 0.386 -0.272 -0.054
H 6.352 -1.018 0.079 0.032 0.557 0.322
H 5.889 -1.212 -1.538 -0.202 0.549 -0.389
H 4.769 -0.315 -0.451 0.097 -0.191 0.021
H 8.251 -0.249 -1.099 0.310 0.257 -0.033
H 8.304 1.435 -1.765 0.300 -0.125 0.245
H 7.321 -1.036 -3.191 0.120 0.022 -0.130
H 8.478 0.215 -3.674 -0.413 0.111 -0.449
H 5.518 0.323 -4.128 -0.022 0.043 0.423
H 6.610 1.725 -4.111 -0.221 -0.207 -0.505
H 4.713 1.626 -2.099 0.085 -0.381 0.253
H 6.168 2.560 -2.062 0.144 0.095 -0.586
C -2.545 4.195 -1.291 -1.014 -0.434 -0.297
C -3.238 3.859 -2.652 0.645 0.313 1.073
C -3.506 5.131 -3.458 1.223 -0.951 -0.765
N -3.707 4.791 -4.950 -0.285 1.017 -1.776
C -5.015 4.034 -5.194 1.051 0.555 0.687
C -3.748 6.132 -5.842 0.144 0.072 0.383
C -2.411 6.211 -6.518 0.877 -0.357 -0.226
C -2.081 4.751 -6.806 0.285 0.210 -2.039
C -2.483 3.995 -5.619 -0.527 0.017 2.117
H -1.603 4.716 -1.465 -0.205 0.209 0.131
H -2.338 3.260 -0.771 0.193 0.020 -0.112
H -3.231 4.738 -0.641 0.279 0.427 -0.022
H -4.157 3.290 -2.510 -0.045 -0.024 0.134
H -2.492 3.182 -3.070 -0.220 0.090 -0.850
H -2.621 5.768 -3.436 0.014 0.094 0.006
H -4.333 5.712 -3.050 -0.210 -0.147 -0.419
H -5.788 4.571 -4.645 -0.049 -0.103 -0.128
H -4.865 3.041 -4.771 -0.321 0.004 -0.253
H -5.233 4.044 -6.262 0.094 -0.265 0.189
H -4.481 6.102 -6.648 -0.368 -0.875 0.344
H -4.016 7.027 -5.281 0.198 -0.390 0.651
H -2.449 6.777 -7.448 -0.155 0.103 0.144
H -1.597 6.625 -5.923 -0.291 0.225 0.338
H -2.559 4.369 -7.709 -0.399 0.222 -0.065
H -1.020 4.617 -7.017 0.107 0.021 0.201
H -2.748 2.947 -5.752 -0.366 0.199 -0.096
H -1.614 4.006 -4.961 -0.447 0.185 0.704
C 0.613 1.245 -7.000 1.340 0.676 0.255
C -0.219 0.696 -5.905 -0.830 -1.268 1.572
C 0.590 -0.081 -4.772 -0.608 0.750 -0.544
N -0.202 -1.049 -3.948 -1.769 1.233 -0.129
C -1.250 -0.156 -3.155 0.115 -2.070 -1.060
C 0.685 -1.820 -3.005 -0.327 0.848 0.092
C 1.261 -2.945 -3.834 1.653 0.461 1.028
C 0.149 -3.368 -4.718 -1.735 0.127 -1.091
C -0.877 -2.177 -4.771 0.268 0.364 0.775
H 1.273 0.552 -7.521 -0.497 -0.081 -0.359
H 1.288 1.903 -6.453 0.443 0.283 -0.247
H 0.040 1.933 -7.622 0.050 -0.484 -0.413
H -1.075 0.089 -6.200 0.167 -0.200 -0.454
H -0.695 1.590 -5.502 -0.032 -0.109 0.724
H 0.879 0.663 -4.030 0.676 -0.071 -0.197
H 1.437 -0.661 -5.139 0.077 0.383 -0.329
H -1.807 -0.890 -2.573 0.264 0.269 0.572
H -1.993 0.213 -3.861 0.389 0.218 -0.248
H -0.762 0.644 -2.597 0.125 -0.382 -0.010
H -0.013 -2.191 -2.255 0.215 -0.232 0.179
H 1.362 -1.101 -2.544 0.077 -0.247 0.037
H 1.684 -3.692 -3.164 -0.652 -0.409 0.128
H 2.176 -2.688 -4.368 -0.175 0.627 -0.355
H -0.332 -4.259 -4.314 -0.130 0.052 -0.292
H 0.460 -3.512 -5.753 0.125 -0.474 0.194
H -1.841 -2.331 -4.285 0.210 -0.536 0.206
H -1.129 -1.833 -5.774 0.434 0.034 0.096
P 1.492 1.763 -0.505 -1.639 -0.983 -0.164
F 1.398 2.033 -2.121 -0.524 0.493 0.616
F 2.976 1.130 -0.809 -0.032 0.597 0.739
F 2.034 3.282 -0.272 -0.268 -1.395 0.064
F 1.582 1.377 1.082 1.129 0.394 -0.269
F -0.079 2.130 -0.187 0.798 1.390 -0.757
F 0.875 0.276 -0.779 0.458 -0.647 -0.223
P -2.276 -4.716 -1.239 -1.978 -1.697 1.011
F -2.740 -6.010 -2.088 0.581 -0.085 -0.833
F -3.750 -4.708 -0.565 0.149 0.454 0.727
F -1.818 -5.799 -0.130 1.083 0.526 0.996
F -1.834 -3.429 -0.214 -0.052 -1.176 -1.891
F -0.756 -4.779 -1.899 -0.963 0.973 0.253
F -2.922 -3.822 -2.393 1.494 1.463 -0.332
P -0.709 8.181 -2.558 -0.946 3.296 2.596
F 0.463 8.319 -1.452 0.681 -1.940 0.779
F -0.319 6.594 -2.924 0.234 1.386 -0.195
F -1.782 7.594 -1.443 0.697 -0.208 -1.155
F -1.772 8.271 -3.735 -0.755 -0.971 0.015
F -1.118 9.712 -1.997 -0.665 -1.067 -0.861
F 0.319 8.926 -3.528 0.977 -1.040 -1.329

***

58
Properties=species:S:1:pos:R:3:forces:R:3 method="wB97M-V/def2-TZVPD" e_tot_ev=-62595.654 orbital_gap_ev=3.0 multiplicity=1 charge=-2 e_above_lowest_kcal_mol=39.7 max_force_ha_per_bohr=0.1373
Li -1.537 -16.546 -0.583 0.641 1.171 -0.679
O -4.478 -19.747 4.541 0.048 -1.202 0.273
C -4.309 -19.459 3.214 1.226 -0.933 -1.021
O -3.781 -20.316 2.492 -1.476 2.019 1.915
C -4.610 -18.084 2.766 1.952 0.719 -0.388
C -5.638 -17.247 3.033 -1.154 3.199 -1.259
Cl -6.982 -17.715 4.005 -0.309 0.159 -0.034
N -5.507 -15.961 2.330 3.708 -5.851 1.362
N -4.186 -16.096 1.757 -1.583 2.226 0.075
C -3.660 -17.234 2.018 -2.031 -2.172 0.346
C -2.300 -17.690 1.552 0.955 -0.269 -0.439
O -1.458 -17.895 2.424 -0.316 0.005 0.052
O -2.125 -17.834 0.283 -0.802 -0.515 1.948
C -6.151 -14.720 2.337 0.240 -1.064 -1.201
C -5.841 -13.916 1.280 -0.161 4.048 1.782
C -6.279 -12.481 1.410 1.264 -1.665 -2.609
C -7.151 -12.114 2.409 0.296 -1.337 1.536
C -7.444 -13.066 3.435 -1.329 4.163 -0.523
C -7.050 -14.455 3.465 -0.336 -0.942 1.734
H -4.997 -19.213 5.163 0.138 0.584 -1.202
H -4.987 -14.154 0.644 -0.582 -0.195 -0.081
H -5.842 -11.657 0.796 -0.398 -1.128 0.092
H -7.400 -11.027 2.296 -0.273 -1.038 1.206
H -7.884 -12.705 4.374 -0.207 0.082 -0.420
H -7.881 -15.174 3.643 -0.492 -0.019 -1.155
C -8.282 -19.297 -2.158 -0.245 -0.541 -0.308
C -7.524 -19.980 -3.298 0.199 -0.397 -1.209
N -6.308 -19.279 -3.808 -0.083 -1.051 2.075
C -6.504 -18.470 -4.979 -0.682 -0.909 -0.383
C -6.251 -19.267 -6.276 -1.187 -0.115 -0.040
C -5.238 -19.343 -2.919 0.080 0.900 0.765
O -5.330 -19.947 -1.847 0.137 0.410 -1.556
C -4.016 -18.480 -3.232 -0.159 -1.111 -1.048
C -3.623 -18.164 -4.547 -0.691 0.837 0.524
C -2.690 -17.140 -4.674 0.732 0.072 -1.602
C -1.959 -16.666 -3.574 -0.028 -1.745 0.012
N -2.059 -17.318 -2.402 -1.760 1.002 -0.228
C -3.181 -18.093 -2.208 1.045 0.866 -0.105
H -9.175 -19.924 -1.885 0.814 0.552 -0.236
H -8.648 -18.348 -2.556 0.018 0.214 0.555
H -7.625 -19.205 -1.272 -0.468 0.216 -0.581
H -8.134 -20.149 -4.222 0.052 0.236 0.864
H -7.218 -20.965 -2.985 0.203 -0.345 0.202
H -5.961 -17.550 -4.927 0.211 0.513 -0.006
H -7.574 -18.286 -4.955 -0.088 0.746 -0.164
H -5.336 -19.852 -6.182 -0.124 -0.042 -0.362
H -6.260 -18.608 -7.150 0.412 -0.005 0.096
H -7.128 -19.944 -6.458 0.915 0.244 0.328
H -4.199 -18.593 -5.382 1.010 0.482 0.399
H -2.374 -16.766 -5.680 -0.568 -0.292 0.906
H -1.205 -15.877 -3.730 -0.353 -0.503 0.522
H -3.414 -18.332 -1.178 0.348 -0.261 -0.036
F -0.004 -13.680 -2.061 -0.100 -0.547 -0.038
B -0.406 -14.197 -0.841 -1.401 -0.554 0.747
F 0.119 -15.523 -0.550 0.657 1.034 -0.218
F -0.134 -13.235 0.153 -0.404 -1.200 -0.623
F -1.874 -14.635 -0.894 1.371 1.179 -0.074
H -6.653 -14.669 4.505 1.118 0.070 -0.485

***

7
Properties=species:S:1:pos:R:3:forces:R:3 method="wB97M-V/def2-TZVPD" e_tot_ev=-4279.629 smiles=NBO orbital_gap_ev=10.2 multiplicity=1 charge=0 e_above_lowest_kcal_mol=29.0 max_force_ha_per_bohr=0.1082
B -0.461 0.160 0.136 4.289 -3.524 -0.407
N 0.751 -1.061 -0.215 -2.409 4.055 0.726
O -0.114 1.254 0.813 3.539 -2.765 -0.322
H -1.542 -0.130 -0.108 -1.097 -0.244 -0.517
H 1.708 -0.670 -0.399 -1.415 -0.412 0.248
H 0.379 -1.460 -1.068 0.294 -0.312 -0.131
H -0.720 1.908 0.842 -3.201 3.203 0.403